{"formula": "C15H48O9", "method": "wB97M-V/def2-TZVPD", "symbols": ["C", "C", "C", "O", "H", "H", "H", "H", "H", "H", "H", "H", "C", "C", "C", "O", "H", "H", "H", "H", "H", "H", "H", "H", "C", "C", "C", "O", "H", "H", "H", "H", "H", "H", "H", "H", "C", "O", "H", "H", "H", "H", "C", "O", "H", "H", "H", "H", "C", "O", "H", "H", "H", "H", "C", "O", "H", "H", "H", "H", "C", "O", "H", "H", "H", "H", "C", "O", "H", "H", "H", "H"], "coordinates": [[4.28592, 2.87197, 3.71754], [2.83535, 3.10161, 4.13447], [2.00472, 1.82677, 4.19466], [2.74594, 3.58541, 5.50298], [4.45879, 2.19703, 2.87929], [4.97862, 2.68156, 4.53730], [4.68371, 3.81946, 3.35404], [2.33310, 3.74349, 3.41070], [1.98893, 1.37791, 3.20149], [1.02036, 2.16668, 4.51654], [2.54652, 1.24483, 4.94024], [2.20767, 2.91764, 5.93419], [-1.44328, -3.81714, -5.06607], [-1.29632, -2.78347, -3.89790], [-2.06365, -1.51702, -4.08933], [-1.74772, -3.54150, -2.74179], [-1.14966, -3.33674, -5.99940], [-2.49563, -4.07490, -5.18526], [-0.81544, -4.67711, -4.83291], [-0.30310, -2.34217, -3.81506], [-3.08132, -1.74002, -4.40982], [-1.58949, -0.94827, -4.88920], [-1.98000, -0.84915, -3.23198], [-2.59283, -3.25057, -2.39143], [-0.16922, -0.16841, 1.43227], [-0.97513, -0.19209, 0.14510], [-2.32982, 0.45051, 0.24461], [-0.32220, 0.59791, -0.77872], [-0.65030, -0.66272, 2.27626], [0.04456, 0.84818, 1.76234], [0.75368, -0.70796, 1.21958], [-1.12402, -1.25571, -0.04106], [-2.99719, -0.09055, 0.91541], [-2.88287, 0.40801, -0.69371], [-2.26603, 1.45058, 0.67343], [0.60598, 0.35463, -0.74887], [3.54700, -1.78043, 1.94471], [3.44163, -0.46990, 1.36250], [4.23012, -2.36317, 1.32675], [3.71404, -1.56322, 2.99971], [2.64182, -2.38474, 2.00427], [2.85388, -0.51842, 0.60501], [1.21904, 3.63116, 0.65111], [-0.17833, 3.38065, 0.63091], [1.56469, 3.76329, -0.37415], [1.34782, 4.54319, 1.23397], [1.73346, 2.76236, 1.06179], [-0.25391, 2.56366, 0.13249], [2.12500, -2.10532, -1.24991], [2.36240, -0.69678, -1.12539], [1.51202, -2.50654, -0.44283], [1.68456, -2.49079, -2.16943], [3.10739, -2.57491, -1.29998], [2.75238, -0.53619, -1.98779], [1.98076, 1.07580, -3.73968], [3.04287, 0.19022, -3.49744], [1.40460, 1.40998, -2.87686], [2.29252, 2.05799, -4.09492], [1.30382, 0.74221, -4.52617], [3.88370, 0.65113, -3.54404], [-3.79953, -3.44860, 0.04438], [-4.20825, -2.47145, -0.91482], [-4.12525, -4.43737, -0.27862], [-2.74550, -3.41465, 0.32000], [-4.44464, -3.32568, 0.91433], [-4.94225, -2.80672, -1.43486], [-5.31247, 2.20318, 2.38224], [-5.76011, 2.90209, 1.31788], [-5.62998, 2.61518, 3.34012], [-5.59469, 1.15998, 2.24016], [-4.22606, 2.11501, 2.38759], [-5.74294, 2.43877, 0.47726]], "homo_ev": -9.883, "e_tot_ev": -34756.5225, "e_above_lowest_kj_mol": 526.61, "homo_lumo_gap_ev": 10.2, "smiles": "CC(C)O.CC(C)O.CC(C)O.CO.CO.CO.CO.CO.CO"}